# C2H6N5

An isolated ion of composition C2H6N5 and charge +1 (the ωB97M-V functional and the def2-TZVPD basis, the Open Molecules 2025 dataset).

```
13
C2H6N5, DFT the ωB97M-V functional and the def2-TZVPD basis
N -1.259 -0.469 1.450
N -0.610 0.273 0.562
N -0.945 1.419 -0.149
C -0.097 1.594 -1.049
N 0.909 0.565 -1.159
C 0.625 -0.389 -0.303
N 1.030 -1.543 0.100
H -2.258 -0.707 1.211
H -1.275 -0.047 2.412
H -0.042 2.573 -1.593
H 1.721 0.618 -1.763
H 1.729 -1.898 -0.475
H 0.471 -1.990 0.756
```

The energy above the lowest of the compared OMol25 structures with the same formula, charge and spin is 1.995 eV. For the HOMO energy, the calculation gives -13.9 eV. The SMILES is Nn1nc[nH]c1=[NH2+]. The multiplicity is 1. The value obtained for the lowest unoccupied orbital energy is -3.3 eV. For the total energy, the calculation gives -353.27201 Eh. As for the total charge: +1.